--- A ---
{
  "formula": "C4H16O4",
  "method": "ωB97M-V with the def2-TZVPD basis set",
  "e_lumo_ev": 0.60,
  "gap_ev": 10.90,
  "smiles": "CO.CO.CO.CO",
  "multiplicity": 1,
  "species": ["C", "O", "H", "H", "H", "H", "C", "O", "H", "H", "H", "H", "C", "O", "H", "H", "H", "H", "C", "O", "H", "H", "H", "H"],
  "positions_angstrom": [[16.26, 3.68, -16.14], [16.14, 4.87, -15.45], [17.09, 3.30, -15.55], [15.31, 3.16, -16.10], [16.55, 3.83, -17.18], [16.89, 5.07, -14.89], [13.75, 2.21, -21.70], [12.77, 1.43, -22.27], [13.26, 2.91, -21.02], [14.52, 1.71, -21.11], [14.31, 2.81, -22.41], [12.09, 2.07, -22.49], [10.52, 8.67, -17.06], [10.08, 9.57, -18.00], [9.58, 8.44, -16.56], [10.95, 7.69, -17.28], [11.18, 9.17, -16.35], [10.81, 9.95, -18.49], [13.65, 5.54, -18.56], [13.49, 5.03, -17.25], [12.81, 5.18, -19.16], [13.46, 6.62, -18.50], [14.54, 5.36, -19.16], [14.34, 5.09, -16.82]]
}

---

--- B ---
{
  "formula": "C4H16O4",
  "method": "ωB97M-V with the def2-TZVPD basis set",
  "e_lumo_ev": 0.53,
  "gap_ev": 10.65,
  "smiles": "CCCCO.O.O.O",
  "multiplicity": 1,
  "species": ["C", "C", "C", "C", "O", "H", "H", "H", "H", "H", "H", "H", "H", "H", "H", "O", "H", "H", "O", "H", "H", "O", "H", "H"],
  "positions_angstrom": [[2.04, -1.99, 0.75], [0.89, -1.84, -0.24], [0.20, -0.50, -0.47], [-1.03, -0.68, -1.34], [-1.51, 0.61, -1.72], [3.00, -1.64, 0.40], [2.04, -3.08, 0.90], [1.81, -1.49, 1.73], [1.35, -2.11, -1.23], [0.05, -2.51, -0.03], [-0.08, -0.13, 0.53], [0.84, 0.20, -1.04], [-1.77, -1.26, -0.77], [-0.78, -1.19, -2.28], [-2.42, 0.52, -2.01], [-2.94, 0.96, 0.65], [-2.40, 1.63, 0.20], [-2.71, 0.82, 1.57], [1.49, 2.48, 1.53], [1.28, 2.41, 2.46], [1.64, 1.60, 1.15], [-0.73, 2.38, -0.07], [0.13, 2.65, 0.31], [-0.40, 2.16, -0.96]]
}

---

It is B that is the most stable of them.